A molecular structure, C53H94ClN10O8PSSi2, computed with ωB97M-V with the def2-TZVPD basis set.

Geometry (Å):
C: 4.82 -6.39 -1.26
C: 3.90 -7.12 -1.87
C: 3.22 -6.70 -3.10
O: 2.17 -7.18 -3.44
O: 3.89 -5.78 -3.80
C: 3.08 -4.71 -4.34
C: 3.85 -3.42 -4.21
C: 3.94 -2.85 -2.77
C: 2.91 -3.34 -1.76
C: 1.54 -2.66 -1.79
C: 1.68 -1.18 -1.39
Si: 0.45 -0.55 -0.12
C: 0.75 1.28 0.12
C: 2.26 1.56 0.31
C: 2.78 2.63 -0.67
P: 4.40 2.29 -1.38
O: 4.39 2.55 -2.83
O: 5.45 3.17 -0.58
C: 6.61 3.62 -1.31
C: 7.84 3.50 -0.42
O: 4.67 0.74 -1.10
C: 6.03 0.30 -0.93
C: 6.68 -0.02 -2.28
C: 0.79 -1.34 1.57
C: 1.82 -2.44 1.54
C: 3.25 -2.02 1.75
N: 1.56 -3.67 1.39
O: -1.13 -0.66 -0.64
Si: -2.02 -2.06 -0.63
C: -3.77 -1.59 -0.12
C: -4.37 -0.49 -1.00
S: -3.96 1.07 -0.17
C: -3.89 2.28 -1.40
N: -2.84 2.71 -1.97
N: -3.23 3.69 -2.84
C: -4.49 3.78 -2.73
O: -4.99 2.93 -1.85
C: -2.13 -2.81 -2.37
C: -1.96 -4.29 -2.57
O: -2.12 -4.80 -3.63
Cl: -1.55 -5.33 -1.19
H: 5.30 -6.72 -0.36
H: 5.07 -5.42 -1.64
H: 3.62 -8.07 -1.45
H: 2.96 -4.91 -5.39
H: 2.10 -4.69 -3.89
H: 3.48 -2.72 -4.93
H: 4.86 -3.66 -4.51
H: 3.88 -1.77 -2.83
H: 4.92 -3.05 -2.38
H: 3.29 -3.10 -0.77
H: 2.81 -4.41 -1.77
H: 0.90 -3.22 -1.10
H: 1.15 -2.72 -2.80
H: 1.65 -0.51 -2.23
H: 2.66 -1.05 -0.95
H: 0.32 1.82 -0.71
H: 0.23 1.55 1.02
H: 2.40 1.95 1.31
H: 2.84 0.65 0.26
H: 2.13 2.79 -1.50
H: 2.85 3.56 -0.13
H: 6.44 4.64 -1.60
H: 6.76 3.04 -2.20
H: 8.57 2.86 -0.90
H: 8.27 4.49 -0.32
H: 7.60 3.08 0.54
H: 6.61 1.00 -0.35
H: 5.96 -0.61 -0.36
H: 6.89 -1.07 -2.35
H: 7.58 0.56 -2.42
H: 5.99 0.25 -3.06
H: -0.09 -1.70 2.09
H: 1.21 -0.56 2.19
H: 3.27 -1.10 2.32
H: 3.76 -2.76 2.34
H: 3.76 -1.83 0.82
H: 0.56 -3.79 1.28
H: -1.54 -3.03 0.36
H: -4.38 -2.48 -0.16
H: -3.77 -1.26 0.91
H: -5.44 -0.57 -1.01
H: -3.99 -0.56 -2.01
H: -5.13 4.45 -3.26
H: -3.11 -2.61 -2.75
H: -1.44 -2.28 -3.01
C: -5.05 -7.16 -0.72
C: -5.80 -7.27 0.61
C: -6.07 -5.90 1.25
C: -4.83 -5.21 1.55
N: -3.85 -4.66 1.80
H: -4.07 -6.69 -0.58
H: -4.89 -8.14 -1.15
H: -5.61 -6.55 -1.44
H: -5.23 -7.88 1.31
H: -6.75 -7.77 0.45
H: -6.63 -6.02 2.18
H: -6.67 -5.28 0.58
C: 7.19 6.25 4.56
C: 8.68 6.04 4.31
C: 8.97 5.36 2.97
C: 8.35 4.04 2.89
N: 7.86 3.01 2.84
H: 6.65 5.30 4.60
H: 7.03 6.76 5.51
H: 6.75 6.86 3.77
H: 9.10 5.43 5.12
H: 9.20 6.99 4.34
H: 10.05 5.24 2.83
H: 8.59 5.97 2.15
C: -9.00 3.35 2.45
C: -7.55 3.47 2.01
C: -7.33 3.08 0.55
C: -7.72 1.70 0.31
N: -8.05 0.61 0.14
H: -9.35 2.32 2.37
H: -9.12 3.66 3.49
H: -9.65 3.98 1.83
H: -6.93 2.84 2.65
H: -7.20 4.49 2.15
H: -6.28 3.18 0.27
H: -7.92 3.72 -0.11
C: 9.13 10.70 6.74
C: 9.76 9.69 7.68
C: 11.17 9.25 7.24
C: 11.14 8.63 5.92
N: 11.12 8.14 4.89
H: 9.00 10.29 5.74
H: 8.15 11.00 7.10
H: 9.75 11.60 6.65
H: 9.12 8.81 7.75
H: 9.83 10.11 8.68
H: 11.59 8.54 7.95
H: 11.84 10.12 7.20
C: -0.09 -1.54 -7.22
C: -0.58 -1.01 -5.88
C: 0.23 0.18 -5.37
C: 1.62 -0.23 -5.18
N: 2.71 -0.55 -5.06
H: 0.94 -1.92 -7.14
H: -0.71 -2.37 -7.56
H: -0.11 -0.77 -7.98
H: -0.56 -1.81 -5.13
H: -1.62 -0.70 -5.97
H: -0.16 0.54 -4.42
H: 0.20 1.01 -6.08
C: -10.29 -0.75 3.48
C: -11.01 -1.11 4.77
C: -11.52 0.11 5.54
C: -10.42 0.99 5.92
N: -9.56 1.69 6.20
H: -9.40 -0.15 3.68
H: -9.97 -1.65 2.95
H: -10.94 -0.18 2.81
H: -10.35 -1.69 5.42
H: -11.87 -1.76 4.54
H: -12.05 -0.19 6.44
H: -12.22 0.68 4.92
C: -8.59 -3.37 -3.65
C: -8.82 -3.30 -2.14
C: -7.70 -2.56 -1.40
C: -6.41 -3.23 -1.58
N: -5.40 -3.75 -1.72
H: -7.68 -3.92 -3.89
H: -9.42 -3.87 -4.14
H: -8.50 -2.37 -4.07
H: -8.91 -4.31 -1.74
H: -9.76 -2.79 -1.94
H: -7.91 -2.52 -0.33
H: -7.62 -1.54 -1.76

The calculation puts the HOMO-LUMO gap at 0.347 Eh. For the HOMO energy, the calculation gives -9.14 eV. The value obtained for the lowest unoccupied orbital energy is 0.31 eV.